The following is a quantum chemistry calculation of a 2-piece molecular cluster, C21H33ClN2P overall, from OMol25.

Values from the calculation:
E_LUMO, eV: -5.364
Gap between HOMO and LUMO, eV: 5.544
Charge: +1

Structure (XYZ):
```
58
Properties=species:S:1:pos:R:3:nbo_charge:R:1
H 0.314 -4.158 -1.497 0.220
C -1.951 1.049 1.934 0.135
H 0.748 -2.147 -3.600 0.205
H 1.624 -3.658 -3.366 0.229
H 1.661 1.230 -3.940 0.237
C 0.071 2.400 1.233 -0.254
H -0.401 -0.445 2.427 0.228
C 1.303 3.553 -2.710 -0.628
Cl -0.285 -3.747 5.228 0.033
C 1.000 -2.329 -0.460 -0.301
C -3.405 1.012 1.483 -0.630
C -0.786 2.407 -3.467 -0.627
C 0.790 -2.831 0.948 0.078
H 1.559 3.651 -3.775 0.239
C -0.343 -3.600 1.234 -0.230
H 0.754 4.455 -2.406 0.211
C 0.133 -3.420 3.600 -0.068
C 1.587 -2.352 1.987 -0.235
H -2.512 1.417 3.971 0.241
C -0.663 -3.910 2.558 -0.218
H -2.008 -0.801 3.085 0.242
C 0.759 2.773 -0.069 -0.243
H -1.400 1.502 -3.401 0.223
H -1.697 -1.057 1.365 0.223
H -0.195 3.329 1.764 0.211
C 0.401 -3.083 -1.650 -0.393
N -0.095 2.267 -1.154 -0.695
H 1.893 -2.301 4.120 0.231
H -0.439 2.517 -4.500 0.247
C -1.477 -0.384 2.207 -0.631
C 2.326 -1.804 -0.935 -0.188
H -1.389 3.283 -3.202 0.210
H -2.097 2.887 3.060 0.210
C -1.817 1.839 3.232 -0.631
H 0.721 1.795 1.873 0.237
H 2.249 3.481 -2.150 0.223
H -0.806 1.790 3.665 0.223
H 3.003 -1.293 -0.245 0.209
H 2.419 -1.684 1.762 0.211
C 2.455 -1.981 -2.265 -0.179
H 3.278 -1.630 -2.881 0.217
H 1.780 2.381 -0.114 0.236
H -3.743 2.031 1.265 0.210
P -1.658 2.440 -0.563 1.413
N -1.166 1.712 0.869 -0.694
H -4.022 0.598 2.289 0.248
H -1.540 -4.499 2.790 0.233
C 1.306 -2.741 -2.861 -0.442
H -1.019 -3.897 0.432 0.222
H 2.115 0.929 -2.253 0.227
H 0.791 3.872 -0.142 0.208
H -3.525 0.385 0.593 0.222
H 0.659 0.172 -2.942 0.221
C 1.256 1.095 -2.919 -0.618
H -0.614 -2.708 -1.819 0.202
H 0.411 -1.449 -0.464 0.197
C 1.275 -2.663 3.310 -0.223
C 0.415 2.323 -2.534 0.116
```